The following is a DFT calculation (wB97M-V/def2-TZVPD) of C5H8O2 as an isolated structure.

Energy above the lowest of the compared OMol25 structures with the same formula, charge and spin ... 82.7 kcal/mol
Max |F| ... 0.0109 hartree/bohr

The geometry in XYZ format:
```
15
Properties=species:S:1:pos:R:3:forces:R:3
O 0.13107 -0.50778 2.82570 0.342 0.399 -0.201
C 0.77651 0.39629 2.35143 -0.137 -0.260 0.197
C -0.02938 -0.89605 -0.46684 -0.105 -0.070 -0.010
C -0.70460 -0.71301 -1.61285 -0.029 -0.095 0.054
C 0.25229 0.29638 -2.22919 0.037 0.127 -0.138
C 0.98438 0.11698 -0.87168 0.369 0.202 0.203
O 1.93362 0.64969 -0.35603 -0.426 -0.254 -0.259
H -1.96769 0.03354 1.86964 -0.075 0.038 -0.052
H 1.87962 0.40082 2.36173 -0.103 0.002 0.059
H 0.29357 1.26432 1.86173 0.012 -0.097 0.073
H -0.18075 -1.49502 0.42376 -0.013 0.062 -0.180
H -1.63590 -1.12882 -1.98288 0.145 0.038 0.040
H -2.40816 0.32806 1.34486 0.004 -0.002 0.050
H -0.13678 1.30301 -2.41491 0.040 -0.136 0.035
H 0.81221 -0.04841 -3.10448 -0.060 0.047 0.127
```
Positions in Å, forces in eV/Å.